{
  "formula": "C42H101NaO38P6",
  "method": "the ωB97M-V functional and the def2-TZVPD basis",
  "total_charge": 0,
  "e_homo_ev": -8.03,
  "total_energy_ha": -6730.8464,
  "elements": ["Na", "O", "H", "H", "H", "C", "C", "C", "O", "C", "C", "C", "O", "O", "O", "H", "H", "C", "O", "C", "C", "O", "C", "C", "O", "C", "H", "H", "H", "H", "H", "H", "H", "H", "H", "H", "H", "H", "H", "H", "C", "O", "C", "C", "O", "C", "C", "O", "C", "H", "H", "H", "H", "H", "H", "H", "H", "H", "H", "H", "H", "H", "H", "C", "O", "C", "C", "O", "C", "C", "O", "C", "H", "H", "H", "H", "H", "H", "H", "H", "H", "H", "H", "H", "H", "H", "C", "O", "P", "O", "O", "C", "O", "C", "H", "H", "H", "H", "H", "H", "H", "H", "H", "C", "O", "P", "O", "O", "C", "O", "C", "H", "H", "H", "H", "H", "H", "H", "H", "H", "C", "O", "P", "O", "O", "C", "O", "C", "H", "H", "H", "H", "H", "H", "H", "H", "H", "C", "O", "P", "O", "O", "C", "O", "C", "H", "H", "H", "H", "H", "H", "H", "H", "H", "C", "O", "P", "O", "O", "C", "O", "C", "H", "H", "H", "H", "H", "H", "H", "H", "H", "C", "O", "P", "O", "O", "C", "O", "C", "H", "H", "H", "H", "H", "H", "H", "H", "H"],
  "positions_angstrom": [[1.073977, -2.334653, 3.580613], [-3.733760, 3.437994, -2.037167], [-3.347739, 3.665994, -2.861064], [-1.148988, 2.886398, -0.714833], [-4.123985, 4.170470, -1.543547], [0.684501, 1.462343, 1.250845], [-0.092404, 1.666637, 0.228071], [-0.676428, 0.532069, -0.711725], [-1.249446, 0.835521, -1.705962], [-0.517898, -0.817842, -0.101135], [0.256068, -1.087177, 0.990374], [0.962403, 0.092384, 1.731793], [1.672653, -0.009177, 2.711679], [0.286081, -2.236164, 1.487153], [-0.438223, 2.918504, -0.154664], [0.963985, 2.395143, 1.774153], [-1.068355, -1.506953, -0.686676], [-8.672850, -5.263334, -6.050497], [-8.022343, -6.379606, -6.607260], [-6.637850, -6.298094, -6.703367], [-5.959551, -6.178902, -5.377425], [-6.157070, -4.913622, -4.802664], [-5.496394, -4.736132, -3.571430], [-5.461602, -3.235994, -3.266125], [-4.565415, -2.656012, -4.152010], [-3.230065, -2.716579, -3.709358], [-8.528298, -5.179078, -4.952768], [-9.717223, -5.372048, -6.396440], [-8.370487, -4.313716, -6.554280], [-6.314198, -5.499213, -7.346027], [-6.303413, -7.229797, -7.149335], [-4.880518, -6.307060, -5.570547], [-6.242267, -7.024967, -4.703190], [-4.472202, -5.081952, -3.684762], [-6.030034, -5.263952, -2.733779], [-5.123796, -2.861416, -2.254991], [-6.496747, -2.894245, -3.379005], [-3.084484, -2.076868, -2.814318], [-2.554156, -2.374450, -4.468208], [-2.957125, -3.765630, -3.467921], [6.997942, 1.920382, 6.082070], [5.593980, 1.687997, 6.230064], [5.094818, 1.119342, 5.035219], [3.610100, 1.005543, 5.173567], [3.279615, -0.088571, 6.037139], [3.606411, -1.371323, 5.555910], [2.751347, -2.347671, 6.384465], [1.494406, -2.164062, 5.872897], [0.495430, -2.887700, 6.512839], [7.182477, 2.717125, 5.343745], [7.503934, 0.986776, 5.857848], [7.386336, 2.277780, 7.046134], [5.498759, 0.125501, 4.903823], [5.384783, 1.756208, 4.182399], [3.100289, 0.806357, 4.238377], [3.303956, 1.975906, 5.559134], [4.680107, -1.594680, 5.676360], [3.307210, -1.511645, 4.515685], [2.837481, -2.232737, 7.452804], [3.041862, -3.348975, 6.088363], [-0.482802, -2.635495, 6.100193], [0.534199, -2.631950, 7.563525], [0.701638, -3.972887, 6.395152], [3.781575, 4.944050, -6.185187], [3.993820, 4.732328, -4.782727], [3.820279, 3.425205, -4.392585], [2.413539, 2.881275, -4.704632], [1.377534, 3.774523, -4.546550], [0.808067, 3.829592, -3.260091], [0.246572, 5.223299, -2.902088], [-1.066165, 5.459748, -3.505040], [-1.623845, 6.746619, -3.273172], [2.714730, 4.768773, -6.385509], [4.364508, 4.293800, -6.824080], [4.023442, 5.972172, -6.428891], [4.109578, 3.400563, -3.336791], [4.539131, 2.732155, -4.901839], [2.194159, 1.978510, -4.107572], [2.338453, 2.551690, -5.723668], [1.617352, 3.631210, -2.535103], [0.062729, 3.035716, -3.113387], [0.933326, 5.962803, -3.304302], [0.161420, 5.320211, -1.813848], [-1.743695, 6.954304, -2.211901], [-2.594172, 6.731358, -3.748776], [-1.039928, 7.550237, -3.692120], [4.598758, -3.196707, 1.222968], [4.084115, -4.540423, 1.431717], [3.252894, -5.049163, 2.704682], [2.613974, -4.010671, 3.494525], [4.315942, -5.881682, 3.575083], [4.945323, -7.074841, 3.145405], [2.328229, -6.157520, 2.107327], [1.392200, -5.906441, 1.028466], [4.726837, -3.022543, 0.152568], [5.576988, -3.126048, 1.718125], [3.950758, -2.411932, 1.673565], [4.945570, -7.161819, 2.043406], [4.358862, -7.939150, 3.466951], [5.975887, -7.101079, 3.496844], [0.761757, -5.073573, 1.309262], [0.793888, -6.790717, 0.844200], [1.956962, -5.642796, 0.134715], [-0.929031, -1.235593, -7.342125], [0.325511, -1.900702, -7.162695], [0.769192, -2.350922, -5.692971], [-0.029725, -3.381324, -5.105291], [2.252569, -2.775428, -5.920621], [3.166972, -1.842198, -6.413109], [0.842122, -0.972791, -4.859790], [0.417133, -0.886190, -3.428120], [-0.872387, -0.152920, -7.227212], [-1.578698, -1.604800, -6.544431], [-1.376867, -1.454690, -8.304764], [3.880478, -1.539062, -5.649697], [2.670345, -0.947354, -6.807417], [3.661060, -2.285668, -7.264310], [0.314330, 0.174193, -3.225180], [1.198929, -1.324689, -2.817524], [-0.517776, -1.441438, -3.261380], [-5.632016, 5.874286, 1.893611], [-4.297939, 6.443601, 2.021512], [-3.428331, 6.648115, 0.628184], [-3.647391, 5.624600, -0.387767], [-3.789805, 8.130448, 0.093028], [-3.551711, 9.327121, 0.816212], [-1.951604, 6.904617, 1.230481], [-0.967300, 5.736399, 1.205838], [-5.544881, 4.818116, 1.628710], [-6.241572, 6.385238, 1.151976], [-6.105882, 6.014624, 2.863822], [-3.882393, 9.229395, 1.852696], [-4.091510, 10.100868, 0.310802], [-2.512355, 9.589371, 0.799609], [-0.160715, 5.865932, 0.513209], [-1.571574, 4.876257, 0.949394], [-0.582053, 5.657108, 2.215814], [-1.842352, -6.888347, -3.930031], [-2.352857, -5.974820, -2.947180], [-1.828998, -5.989194, -1.421924], [-1.952590, -7.283302, -0.657609], [-0.277281, -5.493325, -1.446374], [0.105475, -4.223473, -2.173327], [-2.607165, -4.680168, -0.798107], [-2.798044, -4.528242, 0.643700], [-0.914375, -6.479396, -4.364951], [-2.554712, -6.963144, -4.763605], [-1.671517, -7.899806, -3.467746], [0.882677, -3.743617, -1.555204], [-0.770512, -3.574028, -2.271205], [0.428796, -4.507184, -3.166215], [-3.661257, -5.159063, 0.932526], [-2.960455, -3.461634, 0.856122], [-1.921372, -4.897724, 1.161842], [6.265551, 5.598372, 5.613971], [6.036453, 4.860937, 4.426702], [4.665166, 5.134575, 3.625820], [4.321392, 6.569432, 3.405869], [4.856278, 4.218341, 2.328406], [3.823711, 3.813659, 1.445728], [3.542919, 4.219561, 4.466555], [2.233563, 4.774696, 4.648265], [7.187127, 6.163796, 5.497708], [6.431867, 4.848125, 6.387744], [5.455793, 6.274937, 5.837895], [2.977397, 3.339335, 1.959196], [4.191501, 3.092884, 0.722891], [3.480482, 4.717895, 0.935253], [1.775009, 4.547311, 5.607362], [1.499152, 4.396996, 3.926268], [2.328368, 5.839256, 4.515066], [-3.931239, 0.072082, 6.326134], [-2.939698, -0.840456, 5.779306], [-2.069205, -0.562654, 4.417139], [-1.154713, -1.688238, 4.123585], [-3.262635, -0.291060, 3.366797], [-2.854362, 0.250728, 2.049054], [-1.411571, 0.924931, 4.532911], [-0.080499, 1.055273, 5.141839], [-4.031074, -0.123394, 7.401266], [-4.860643, -0.109390, 5.802912], [-3.668190, 1.095673, 6.193677], [-3.221577, 1.286105, 1.908623], [-3.211643, -0.425461, 1.259028], [-1.776420, 0.240504, 1.924028], [0.153587, 0.168422, 5.776102], [-0.080163, 1.972509, 5.712093], [0.649822, 1.153244, 4.343713]],
  "forces_ev_per_a": [[-0.18, 0.05, -0.02], [-0.63, -1.46, 1.44], [0.35, 0.96, -0.86], [-3.13, -0.30, -2.85], [0.57, 0.34, -0.61], [0.81, 0.07, 1.54], [-2.01, 0.24, -3.37], [1.95, -1.58, 4.76], [-1.15, 0.82, -1.89], [-0.22, 3.51, -2.46], [-0.46, -0.76, 0.65], [-0.25, 1.67, -0.91], [0.15, -1.46, 0.37], [1.01, -0.05, 0.54], [3.24, -0.14, 2.89], [0.27, -0.99, 0.20], [-0.24, -1.31, 0.01], [-0.66, 0.80, -0.78], [-0.45, -0.32, -0.18], [0.00, -0.38, 0.52], [1.11, -0.54, 0.59], [-0.49, 0.21, 0.08], [-0.25, 0.06, 1.27], [0.18, -0.23, 0.90], [0.17, 1.22, -1.40], [-0.17, -0.67, 1.04], [-0.35, -0.04, -0.74], [0.23, -0.09, 0.84], [0.31, -0.47, 0.52], [0.07, 0.72, -0.42], [0.01, -0.20, -0.13], [0.04, -0.05, 0.08], [-0.14, 0.61, -0.25], [0.10, -0.35, 0.34], [0.49, 0.06, -0.67], [-0.55, -1.28, -0.36], [0.29, 0.47, -0.48], [-0.07, -0.27, -0.17], [0.07, 0.21, -0.62], [0.05, 0.65, 0.01], [-0.57, 0.53, 0.86], [0.88, 0.14, -0.18], [0.02, 0.60, -0.13], [0.19, -0.70, -0.10], [-0.21, 0.82, 0.35], [-0.07, -0.19, 1.33], [1.73, -0.12, -1.75], [-1.78, 1.11, -0.80], [-0.13, -0.98, 0.42], [0.04, -0.46, -0.10], [0.26, -0.10, -0.36], [-0.23, -0.12, -0.17], [0.51, -0.33, -0.27], [-0.17, -0.17, 0.03], [0.15, 0.26, -0.48], [-0.57, -0.33, 0.49], [-0.26, 0.00, -0.09], [0.20, 0.12, -0.22], [-0.09, 0.37, 0.49], [0.51, -0.58, 0.29], [0.27, -0.04, -0.03], [-0.29, -0.13, 0.54], [-0.29, 0.31, 0.13], [-1.01, 0.01, 0.71], [0.55, 1.13, -1.09], [0.21, -1.22, 0.04], [0.14, -1.13, 0.68], [-1.12, 1.37, -0.10], [0.22, 0.41, 0.91], [-1.11, -0.23, -1.08], [1.01, -0.50, 0.37], [0.24, -0.77, 0.25], [0.24, 0.17, -0.23], [0.41, -0.40, 0.02], [0.07, 0.12, 0.20], [-0.42, -0.07, 0.02], [-0.31, 0.34, 0.14], [0.42, 0.01, -0.01], [0.28, -0.12, -0.68], [-0.24, 0.13, 0.09], [-0.11, 0.15, -0.16], [0.27, 0.24, 0.11], [0.04, -0.05, -0.03], [-0.11, -0.09, 0.29], [-0.25, 0.07, -0.03], [0.48, 0.29, -0.38], [-0.01, 0.12, 0.98], [-0.40, 0.48, -0.02], [1.70, -1.16, -0.73], [-0.33, 0.92, 0.54], [-0.90, 1.02, -0.07], [-0.34, -0.69, -1.31], [0.08, -0.46, 0.01], [0.33, 0.47, -0.12], [-0.22, -0.25, 0.18], [-0.19, -0.04, -0.20], [0.15, -0.69, -0.38], [0.18, 0.30, 0.35], [0.24, 0.11, 0.38], [-0.22, 0.05, 0.19], [-0.27, 0.20, -0.03], [0.12, -0.14, 0.20], [-0.08, -0.08, 0.00], [-0.60, -0.09, 1.07], [0.57, 0.37, 0.01], [0.28, 2.45, -0.63], [-1.36, -1.66, 1.06], [-0.16, -0.73, 0.37], [0.50, 1.14, -0.88], [-0.54, -0.52, 0.39], [0.28, -0.52, -1.28], [0.45, -0.02, -0.01], [-0.40, 0.11, -0.28], [0.32, -0.32, -0.13], [0.01, -0.14, 0.07], [0.03, -0.08, 0.24], [0.42, -0.22, -0.08], [-0.13, -0.18, -0.09], [0.14, -0.01, 0.11], [0.28, 0.41, -0.23], [0.46, 0.06, 0.14], [0.52, 0.13, -1.75], [-0.01, 2.00, 1.96], [0.06, 0.05, 0.18], [-0.03, -1.69, -0.03], [-0.10, -0.30, 0.59], [0.37, -1.52, -0.86], [-2.09, 0.79, 0.77], [-0.11, 0.13, 0.11], [0.15, 0.13, -0.18], [0.11, -0.18, -0.02], [-0.05, 0.07, -0.07], [-0.46, 0.39, -0.18], [0.67, -0.03, 0.02], [0.10, 0.52, -0.53], [0.33, -0.33, -0.04], [-0.02, 0.02, 0.09], [0.66, -0.75, 0.05], [0.02, 0.31, 1.14], [0.51, -0.16, 1.59], [0.16, 2.36, -1.47], [-0.82, 0.60, -0.73], [-0.67, -1.12, 0.93], [0.36, -1.20, -0.86], [-0.34, -0.78, -0.59], [-0.22, -0.23, 0.36], [-0.05, 0.07, 0.56], [-0.14, 0.97, -0.52], [-0.36, -0.27, -0.34], [0.19, -0.11, 0.17], [0.23, 0.07, 0.03], [0.38, 0.54, -0.04], [0.07, -0.48, -0.23], [0.18, 0.13, 0.19], [0.72, -0.24, 0.50], [-1.48, -0.29, -1.83], [-0.80, -0.53, 0.18], [0.16, -1.91, 0.45], [1.09, 0.17, 1.09], [-0.90, 0.66, 0.00], [0.82, 1.09, -0.56], [-0.36, 0.22, -0.44], [-0.02, 0.13, -0.10], [-0.27, 0.26, 0.23], [-0.26, 0.13, 0.21], [0.29, 0.17, 0.18], [0.42, 0.08, 0.08], [-0.18, -0.27, -0.19], [0.68, -0.14, 0.39], [0.43, -0.12, -0.30], [-0.36, 0.49, 0.11], [0.16, -0.91, -0.21], [1.19, 0.48, -1.00], [-1.73, 0.81, 0.66], [-0.38, 1.01, 0.36], [1.35, 0.43, -0.25], [-0.22, -0.28, 0.02], [-0.04, -1.51, 0.23], [-0.28, -0.77, -0.04], [0.11, -0.19, -0.42], [-0.28, -0.07, 0.06], [0.48, 0.79, -0.21], [-0.01, -0.70, 0.30], [-0.27, 0.30, 0.44], [0.04, 0.11, 0.35], [-0.04, 0.75, -0.43], [-0.18, 0.09, 0.32], [0.02, -0.20, 0.03]]
}